(i)
# C5H10

A 2-piece molecular cluster, C5H10 overall (ωB97M-V/def2-TZVPD, the OMol25 dataset).

Its LUMO energy is 1.29 eV. Its spin multiplicity is 1. As for the SMILES: C=C1CCC1.[H][H]. The highest occupied orbital energy comes out at -9.26 eV.

Cartesian coordinates (Å):
1 C 1.71234 -0.41820 -0.26113
2 C 0.39955 -0.23882 -0.22153
3 C -0.73878 -0.94479 0.49169
4 C -1.72122 -0.21256 -0.45799
5 C -0.56132 0.70730 -0.91893
6 H 2.20327 -1.18039 0.33944
7 H 2.35977 0.22112 -0.85659
8 H -0.73553 -2.03816 0.47140
9 H -0.83903 -0.61980 1.53380
10 H -2.57919 0.27800 0.00695
11 H -2.08025 -0.86218 -1.25926
12 H -0.59354 1.69263 -0.43945
13 H -0.42480 0.85241 -1.99414
14 H 2.01225 1.58547 2.01156
15 H 1.58648 1.17798 1.55420

=====

(ii)
# C5H10

The molecule C5H10 (ωB97M-V/def2-TZVPD, the OMol25 dataset).

Its LUMO energy is 1.15 eV. Its spin multiplicity is 1. As for the SMILES: CC1CCC1. The highest occupied orbital energy comes out at -9.78 eV.

Cartesian coordinates (Å):
1 C -1.57419 -0.46297 1.04762
2 C -0.22773 -0.14388 0.41697
3 C 0.47081 1.19182 0.10741
4 C 1.29868 0.50014 -1.00099
5 C 0.47587 -0.80251 -0.79825
6 H -1.42650 -1.21565 1.92150
7 H -2.02170 0.39636 1.54860
8 H -2.25954 -0.93808 0.36149
9 H 0.14050 -0.54590 1.36733
10 H -0.13565 2.02822 -0.24416
11 H 1.05780 1.54215 0.95892
12 H 2.36626 0.40632 -0.77183
13 H 1.21356 0.96271 -1.99066
14 H 1.06649 -1.67865 -0.51473
15 H -0.13531 -1.07705 -1.66779

=====

(iii)
# C5H10

The molecule C5H10 (ωB97M-V/def2-TZVPD, the OMol25 dataset).

Its LUMO energy is 1.12 eV. Its spin multiplicity is 1. As for the SMILES: CC=C(C)C. The highest occupied orbital energy comes out at -8.69 eV.

Cartesian coordinates (Å):
1 C -2.07029 -0.15258 0.00443
2 C -0.67866 -0.66659 -0.01299
3 C 0.46945 0.00130 -0.02609
4 C 0.53784 1.51494 -0.01068
5 C 1.75698 -0.80849 0.00712
6 H -2.61255 -0.47709 -0.89862
7 H -2.61844 -0.55950 0.88797
8 H -2.14223 0.92160 0.08709
9 H -0.61943 -1.76203 0.00050
10 H 1.56990 1.88560 0.13946
11 H 0.10564 1.94184 -0.90570
12 H -0.04728 1.89474 0.85614
13 H 2.67829 -0.20640 -0.08111
14 H 1.84010 -1.40415 0.95294
15 H 1.75409 -1.56604 -0.80940

=====

Stability ranking, top entry: (iii); the second entry is 117.2 kJ/mol less favorable.

=====

(i)
# C5H10

The molecule C5H10 (ωB97M-V/def2-TZVPD, the OMol25 dataset).

Its LUMO energy is 1.26 eV. Its spin multiplicity is 1. As for the SMILES: C1CCCC1. The highest occupied orbital energy comes out at -10.78 eV.

Cartesian coordinates (Å):
1 C -0.05524 -1.06837 0.45105
2 C -1.06066 -0.48183 -0.54558
3 C -0.01313 0.39067 -1.26119
4 C 0.59088 1.12446 0.06610
5 C 0.51960 0.09910 1.22826
6 H 0.78808 -1.18015 -0.27682
7 H -0.35055 -1.95526 1.02204
8 H -1.53082 -1.28006 -1.13289
9 H -1.85749 0.13793 -0.11611
10 H -0.31994 1.18420 -1.93383
11 H 0.49758 -0.33037 -1.93899
12 H -0.17409 1.89085 0.24442
13 H 1.55918 1.64097 0.02621
14 H -0.11264 0.44073 2.05866
15 H 1.49139 -0.17640 1.66245

=====

(ii)
# C5H10

The molecule C5H10 (ωB97M-V/def2-TZVPD, the OMol25 dataset).

Its LUMO energy is 1.15 eV. Its spin multiplicity is 1. The highest occupied orbital energy comes out at -7.40 eV.

Cartesian coordinates (Å):
1 C 1.28509 0.54425 -1.46083
2 C 0.42305 -0.42488 -0.63569
3 C -0.44851 0.21664 0.26032
4 C -1.92531 -0.21197 0.23003
5 C 0.69222 -0.62508 1.08266
6 H 2.26636 0.58435 -0.97889
7 H 0.88041 1.55105 -1.45505
8 H 1.35993 0.22975 -2.50553
9 H -0.40880 1.25695 0.63441
10 H -2.01319 -0.92446 -0.58629
11 H -2.34797 -0.46834 1.20428
12 H -2.37912 0.75399 -0.03287
13 H 0.77545 0.02963 1.96711
14 H 1.72693 -0.98752 0.99909
15 H 0.11346 -1.52433 1.27725

=====

(iii)
# C5H10

A 2-piece molecular cluster, C5H10 overall (ωB97M-V/def2-TZVPD, the OMol25 dataset).

Its LUMO energy is 1.14 eV. Its spin multiplicity is 1. As for the SMILES: C=CC.C=C. The highest occupied orbital energy comes out at -9.40 eV.

Cartesian coordinates (Å):
1 C -0.66856 1.70562 -1.23136
2 C -1.04064 0.72757 -0.41175
3 C -2.46606 0.32331 -0.16398
4 H 0.38157 1.96849 -1.14636
5 H -1.33513 2.01212 -2.02438
6 H -0.26124 0.16462 0.09060
7 H -3.21629 0.90650 -0.69941
8 H -2.73664 0.45643 0.88307
9 H -2.54053 -0.74448 -0.38840
10 C 2.48253 -1.22761 1.46105
11 C 2.21493 -1.39896 0.16191
12 H 3.06932 -0.40299 1.83721
13 H 2.16027 -2.00180 2.15985
14 H 2.53354 -0.46434 -0.31136
15 H 1.42295 -2.02447 -0.21669

=====

Stability ranking, top entry: (i); the second entry is 128.7 kJ/mol less favorable.

=====

(i)
# C5H14NP

C5H14NP as an isolated structure (ωB97M-V/def2-TZVPD, the OMol25 dataset).

Its LUMO energy is 0.81 eV. Its spin multiplicity is 1. The highest occupied orbital energy comes out at -8.02 eV.

Cartesian coordinates (Å):
1 C 2.55437 0.23453 0.29871
2 C -2.62825 -0.52804 0.01982
3 C -0.51295 -0.25427 -1.97047
4 C 1.55584 0.17864 1.51325
5 C 0.38353 -0.70845 1.27949
6 N -1.36045 1.75751 -0.15791
7 P -1.06021 0.20800 -0.30866
8 H 2.76684 -0.73256 -0.11825
9 H 1.99428 0.81985 -0.38411
10 H 3.65448 0.57833 0.52356
11 H -2.75150 -1.67477 -0.06126
12 H -2.91315 0.02347 0.96439
13 H -3.06856 0.06306 -0.78591
14 H -1.39607 -0.13108 -2.61628
15 H 0.21586 0.55580 -2.35115
16 H -0.10390 -1.19785 -2.15049
17 H 1.17959 1.14245 1.57458
18 H 1.98365 -0.15151 2.43146
19 H 0.46456 -1.72243 0.97052
20 H -0.14006 -0.76078 2.18874
21 H -0.81788 2.30010 -0.86002

=====

(ii)
# C5H14NP

The molecule C5H14NP (ωB97M-V/def2-TZVPD, the OMol25 dataset).

Its LUMO energy is 0.80 eV. Its spin multiplicity is 1. As for the SMILES: C=[P@@](C)(N)CCC. The highest occupied orbital energy comes out at -7.28 eV.

Cartesian coordinates (Å):
1 C -2.36891 -1.07204 -1.04858
2 P -1.27001 -0.03547 -0.15178
3 C -1.51964 1.71344 0.51489
4 N -1.29176 -0.60288 1.39587
5 C 0.57599 -0.13570 -0.93425
6 C 1.53912 -0.39057 0.19279
7 C 2.97325 -0.20396 -0.31037
8 H -3.40731 -0.73989 -1.12099
9 H -1.97276 -1.25396 -2.01963
10 H -2.32312 1.54256 1.32489
11 H -0.72416 1.98283 1.08477
12 H -1.77174 2.62198 -0.06225
13 H -0.94239 -0.14588 2.16172
14 H -1.72177 -1.56946 1.64982
15 H 0.93702 0.75571 -1.37570
16 H 0.54403 -0.94236 -1.72696
17 H 1.32432 0.35390 0.85045
18 H 1.41806 -1.28536 0.69168
19 H 3.22125 -1.06142 -0.84518
20 H 3.12745 0.67719 -0.89481
21 H 3.65308 -0.20866 0.62363

=====

(iii)
# C5H14NP

C5H14NP as an isolated structure (ωB97M-V/def2-TZVPD, the OMol25 dataset).

Its LUMO energy is 1.14 eV. Its spin multiplicity is 1. The highest occupied orbital energy comes out at -8.58 eV.

Cartesian coordinates (Å):
1 C 1.71380 0.22918 1.69668
2 C 1.08322 0.42854 -2.12938
3 C -2.67434 -1.29563 0.67647
4 C 1.76958 -0.20286 0.23818
5 C 0.97684 0.69896 -0.65691
6 N -0.82566 0.37682 -0.16889
7 P -1.24929 -1.21570 -0.50661
8 H 2.22321 -0.49427 2.32919
9 H 2.19072 1.19998 1.82861
10 H 0.67672 0.30600 2.01170
11 H 0.91665 -0.63074 -2.33474
12 H 0.36045 1.01761 -2.69188
13 H 2.08534 0.69718 -2.47433
14 H -3.25384 -2.19869 0.49779
15 H -3.30768 -0.41583 0.56282
16 H -2.27316 -1.31609 1.68879
17 H 2.80912 -0.21339 -0.10704
18 H 1.37485 -1.21794 0.13569
19 H 1.03438 1.75247 -0.39895
20 H -1.31996 1.09221 -0.68941
21 H -2.07764 -1.06689 -1.65138

=====

Stability ranking, top entry: (iii); the second entry is 109.8 kJ/mol less favorable.

=====

(i)
# C5H14NP

The molecule C5H14NP (ωB97M-V/def2-TZVPD, the OMol25 dataset).

Its LUMO energy is 1.07 eV. Its spin multiplicity is 1. As for the SMILES: CCN(C)P(C)C. The highest occupied orbital energy comes out at -8.41 eV.

Cartesian coordinates (Å):
1 C -1.92853 -0.97622 0.02804
2 C -0.98750 0.12694 -0.70132
3 N -0.11431 0.94778 0.17625
4 C -0.93374 1.77854 1.05618
5 P 1.28890 -0.02292 0.60791
6 C 2.21048 -0.04104 -0.94392
7 C 0.83297 -1.84386 0.62415
8 H -2.09318 -1.91659 -0.55354
9 H -2.90997 -0.47948 0.18994
10 H -1.44193 -1.11699 1.02527
11 H -1.70389 0.82532 -1.18672
12 H -0.36769 -0.32204 -1.48464
13 H -0.30330 2.24730 1.84334
14 H -1.42794 2.65859 0.47618
15 H -1.63162 1.09862 1.49262
16 H 3.22540 -0.15166 -0.64311
17 H 2.05730 -0.65004 -1.81904
18 H 1.94011 1.04804 -1.28007
19 H 0.25299 -2.25878 -0.19532
20 H 1.78943 -2.27903 0.68452
21 H 0.35378 -2.03377 1.48481

=====

(ii)
# C5H14NP

A 2-piece molecular cluster, C5H14NP overall (ωB97M-V/def2-TZVPD, the OMol25 dataset).

Its LUMO energy is 0.37 eV. Its spin multiplicity is 1. As for the SMILES: C=P(=C)CCC.N. The highest occupied orbital energy comes out at -7.65 eV.

Cartesian coordinates (Å):
1 C -0.44143 1.99401 0.99097
2 P -0.21821 0.34022 1.19230
3 C 0.54591 -0.45674 2.47408
4 C 0.10191 -0.34598 -0.53836
5 C 1.60921 -0.32342 -0.80968
6 C 2.43858 -1.29932 -0.08594
7 H -1.15736 2.24116 0.23348
8 H -0.77530 2.54346 1.88976
9 H 0.36764 -0.05934 3.41338
10 H 0.56674 -1.46539 2.25852
11 H -0.24639 0.43664 -1.26259
12 H -0.46877 -1.28800 -0.74039
13 H 1.65323 -0.38180 -1.88673
14 H 2.06336 0.63056 -0.44055
15 H 2.55185 -1.10758 0.96329
16 H 1.99862 -2.26220 -0.33171
17 H 3.34576 -1.44616 -0.49782
18 N -3.57727 0.38521 -1.55014
19 H -2.76799 0.80983 -1.14229
20 H -3.27767 0.04718 -2.45650
21 H -4.31243 1.00765 -1.67307

=====

Stability ranking, top entry: (i); the second entry is 201.2 kJ/mol less favorable.

=====

(i)
# C2H4OS

A 2-piece molecular cluster, C2H4OS overall (ωB97M-V/def2-TZVPD, the OMol25 dataset).

Its LUMO energy is 0.64 eV. Its spin multiplicity is 1. As for the SMILES: C#C.OS. The highest occupied orbital energy comes out at -8.74 eV.

Cartesian coordinates (Å):
1 C -1.27885 -0.73275 0.05853
2 C -1.80080 0.33879 0.02398
3 H -0.81148 -1.63150 0.27622
4 H -2.30358 1.22475 -0.21216
5 O 1.15484 0.92560 -0.20886
6 S 1.88777 -0.58505 -0.16406
7 H 0.33245 0.62710 -0.62040
8 H 2.81965 -0.16695 0.84673

=====

(ii)
# C2H4OS

A 2-piece molecular cluster, C2H4OS overall (ωB97M-V/def2-TZVPD, the OMol25 dataset).

Its LUMO energy is -1.69 eV. Its spin multiplicity is 1. The highest occupied orbital energy comes out at -9.01 eV.

Cartesian coordinates (Å):
1 C -0.51501 0.19095 -0.11216
2 C 0.87410 0.42444 -0.34995
3 H -0.33606 -1.95930 0.88838
4 H -1.51859 0.79668 -0.54167
5 H -0.35974 0.74849 0.97897
6 H 0.93192 1.50539 -0.23132
7 O -1.18018 -1.07919 -0.40478
8 S 2.10356 -0.62747 -0.22745

=====

Stability ranking, top entry: (i); the second entry is 302.6 kJ/mol less favorable.